Molecular formula: C6H15InN2O5
Method: DFT, the ωB97M-V functional and the def2-TZVPD basis

Geometry as XYZ:
```
29
Properties=species:S:1:pos:R:3
In -22.5373 -3.4589 -22.4497
N -20.6946 -3.4176 -18.7272
O -19.5736 -2.9802 -18.6698
O -21.2095 -3.4941 -19.8720
O -21.2885 -3.8688 -17.7711
C -21.5427 -6.6093 -20.4256
O -21.6107 -6.1140 -21.7863
C -20.8963 -6.9387 -22.6628
C -20.7650 -6.0999 -23.9134
N -20.3633 -4.7343 -23.5421
C -20.3345 -3.7815 -24.6384
C -21.6549 -3.6850 -25.4428
O -22.7637 -3.7345 -24.5659
C -24.0389 -3.8980 -25.2386
H -20.5082 -6.5051 -20.0925
H -21.8915 -7.6416 -20.4129
H -22.1863 -5.9898 -19.8074
H -21.3694 -7.9134 -22.8249
H -19.9158 -7.2687 -22.2967
H -21.7164 -6.0997 -24.4461
H -20.0427 -6.5607 -24.5984
H -19.4659 -4.7095 -23.0602
H -19.6849 -4.2332 -25.4038
H -19.9611 -2.8309 -24.2676
H -21.6467 -4.4230 -26.2502
H -21.8357 -2.6763 -25.8447
H -24.1004 -4.8774 -25.7107
H -24.2206 -3.0379 -25.8801
H -24.7992 -3.9157 -24.4591
```

Lowest unoccupied orbital energy, eV: -13.2
HOMO, eV: -16.8
Total charge: +2
Kohn-Sham gap, eV: 3.52

Molecular formula: C4H8ClN2O
Method: DFT, the ωB97M-V functional and the def2-TZVPD basis

Geometry as XYZ:
```
16
Properties=species:S:1:pos:R:3
N 0.4929 -1.9057 2.0555
C 0.8342 -0.8283 1.2663
C -0.0995 -0.1742 0.4896
O -1.3430 -0.7089 0.1126
N 0.3393 0.9764 -0.4065
C -0.0326 0.7336 -1.8662
C -0.7703 1.7823 -1.1335
Cl -0.2611 3.4483 -1.1296
H 1.1879 -2.2410 2.7089
H -0.4586 -2.3555 1.8397
H 1.8061 -0.4143 1.4268
H -1.4293 -1.7247 0.3086
H 1.3288 1.1930 -0.2137
H -0.5427 -0.1990 -2.1606
H 0.7201 0.9688 -2.5100
H -1.7721 1.4493 -0.7880
```

Lowest unoccupied orbital energy, eV: -3.1
HOMO, eV: -12.2
Total charge: +1
SMILES string: N/C=C(\O)[N@H+]1C[C@@H]1Cl
Kohn-Sham gap, eV: 9.07

Molecular formula: C24H68AsF6O10
Method: DFT, the ωB97M-V functional and the def2-TZVPD basis

Geometry as XYZ:
```
109
Properties=species:S:1:pos:R:3
As 0.3208 -0.5522 -0.0897
F 2.0087 0.0308 -0.2906
F 0.7032 -1.1969 1.5898
F -1.4106 -1.1059 0.1515
F -0.1610 0.1529 -1.6688
F 0.6746 -2.1157 -0.8597
F -0.0798 1.0720 0.6235
C -5.0359 2.8417 -3.3152
C -4.8245 2.5003 -1.8073
O -5.5426 3.3824 -1.0029
H -4.4877 2.1433 -3.9475
H -4.6138 3.8379 -3.4482
H -6.0859 2.8369 -3.6078
H -3.7800 2.6221 -1.5203
H -5.0715 1.4916 -1.4763
H -5.5535 3.1201 -0.0795
C -4.4780 -3.3520 -4.9268
C -3.5640 -2.7028 -3.8901
O -2.7308 -1.7854 -4.5784
H -3.7740 -3.8270 -5.6102
H -5.1022 -2.6888 -5.5257
H -5.1017 -4.0738 -4.3996
H -2.9355 -3.4305 -3.3768
H -4.2074 -2.2497 -3.1359
H -2.2973 -1.2006 -3.9525
C -1.7901 -0.3434 7.4054
C -0.9737 0.0534 6.2037
O 0.2670 -0.5576 6.2112
H -1.3273 -0.0071 8.3332
H -1.8050 -1.4281 7.5117
H -2.8086 0.0266 7.5233
H -0.7650 1.1194 6.1132
H -1.5392 -0.1856 5.3030
H 0.4783 -0.6279 5.2774
C 0.5965 4.7613 -7.0813
C 0.2092 3.2906 -6.9039
O 0.5712 2.4864 -7.9880
H 0.2322 5.3384 -6.2314
H 0.1164 5.1860 -7.9629
H 1.6736 4.8266 -7.2354
H -0.8703 3.1502 -6.8473
H 0.5249 2.8331 -5.9663
H 0.0369 1.6889 -7.9862
C 3.5477 4.8770 -1.9927
C 3.6504 3.6476 -2.8668
O 4.6289 2.8110 -2.2745
H 4.4531 5.4789 -1.9157
H 3.4080 4.5645 -0.9578
H 2.7107 5.5080 -2.2916
H 3.9505 3.8642 -3.8920
H 2.6887 3.1403 -2.7903
H 4.1197 2.1534 -1.7949
C -0.7616 -8.1935 1.3320
C -0.6775 -6.7397 0.8418
O -0.0867 -6.6514 -0.4178
H 0.2302 -8.6456 1.3364
H -1.4058 -8.8013 0.6967
H -1.1381 -8.1986 2.3549
H -0.0376 -6.1841 1.5273
H -1.6607 -6.2691 0.8395
H 0.1540 -5.7277 -0.5195
C 8.1972 -0.9731 3.7933
C 7.5657 -2.3146 3.4649
C 6.4233 -2.0762 2.4579
O 8.5103 -3.1363 2.8803
H 7.5329 -0.5288 4.5345
H 8.4943 -0.3588 2.9433
H 9.1719 -1.0422 4.2764
H 7.2293 -2.8035 4.3792
H 5.6451 -1.5009 2.9594
H 6.0146 -3.0403 2.1556
H 6.8183 -1.5529 1.5871
H 9.2058 -3.1705 3.5412
C -1.9613 5.1150 3.1668
C -0.6859 5.8679 2.7491
C 0.4871 5.5617 3.6784
O -0.3908 5.4178 1.4203
H -2.3158 5.4641 4.1366
H -1.8610 4.0406 3.3204
H -2.7625 5.2248 2.4360
H -0.8929 6.9381 2.7557
H 1.3384 6.1565 3.3472
H 0.6865 4.4919 3.7406
H 0.2287 5.8872 4.6860
H -0.3770 4.4583 1.3912
C -8.0822 0.5616 4.3564
C -6.6391 1.1560 4.1253
C -5.6927 0.1744 3.4141
O -6.7190 2.3294 3.3768
H -8.6157 0.2318 3.4650
H -8.6594 1.2697 4.9510
H -8.0171 -0.3306 4.9792
H -6.2172 1.3972 5.1009
H -4.6628 0.5271 3.3607
H -6.0629 0.0629 2.3950
H -5.6399 -0.7884 3.9224
H -7.3658 2.9596 3.7025
C 4.0960 -5.2584 -4.0213
C 5.0379 -4.1103 -4.2859
C 4.6281 -2.8539 -3.5014
O 6.3959 -4.5150 -3.9676
H 4.2376 -5.7027 -3.0361
H 4.1696 -6.0674 -4.7481
H 3.0633 -4.9109 -3.9942
H 5.0359 -3.9080 -5.3570
H 4.6028 -3.1090 -2.4419
H 3.6274 -2.4943 -3.7410
H 5.2938 -1.9934 -3.5688
H 6.4133 -4.7493 -3.0368
```

Lowest unoccupied orbital energy, eV: 2.1
HOMO, eV: -8.0
Total charge: -1
Kohn-Sham gap, eV: 10.10

Molecular formula: C3InO3
Method: DFT, the ωB97M-V functional and the def2-TZVPD basis

Geometry as XYZ:
```
7
Properties=species:S:1:pos:R:3
O 0.4068 0.1010 2.2229
C 0.7123 -0.0763 3.3613
O -0.9952 1.4051 -0.6889
C -0.5407 0.9392 0.2452
C 0.1909 -0.1239 0.9257
O -0.2990 -0.2434 -2.3340
In 0.5249 -2.0017 -3.7322
```

Lowest unoccupied orbital energy (alpha / beta), eV: -31.0 / -30.9
HOMO (alpha / beta), eV: -34.6 / -34.7
Total charge: +5
Kohn-Sham gap (alpha / beta), eV: 3.65 / 3.76

Molecular formula: C15H32BiN7O6P
Method: DFT, the ωB97M-V functional and the def2-TZVPD basis

Geometry as XYZ:
```
62
Properties=species:S:1:pos:R:3
O -0.2772 -0.7477 -4.5330
H -0.5923 -1.6608 -4.4317
Bi 0.2754 0.4543 -1.2661
N 0.9000 -1.9055 -2.2483
N -1.3515 -1.8652 -1.1092
N -0.0916 2.7821 -1.0673
N -1.9452 1.3310 -0.0852
O 2.1428 -1.8427 -2.4388
O 0.6501 3.6059 -1.9030
O -2.8494 0.5203 0.5178
O -2.3399 -1.8383 -0.2712
C -0.9701 -3.1013 -1.5543
C 0.3137 -3.1468 -2.1463
C -0.9963 3.4172 -0.3202
C -2.0140 2.6211 0.2862
C 1.0783 -4.3693 -2.4797
H 1.4051 -4.3830 -3.5401
H 0.4998 -5.2923 -2.3265
H 1.9863 -4.4555 -1.8527
C -1.8049 -4.2811 -1.2367
H -2.7332 -4.3010 -1.8345
H -2.0905 -4.3066 -0.1705
H -1.2532 -5.1978 -1.4668
C -0.9081 4.8658 -0.0940
C -2.9150 3.2334 1.3117
H -0.2610 5.3526 -0.8154
H -0.5038 5.0869 0.8982
H -1.8878 5.3454 -0.1422
H -3.7158 2.5530 1.6312
H -3.3467 4.1530 0.8884
H -2.3021 3.5380 2.1800
H 1.1004 2.8842 -2.4529
H -2.6602 -0.4557 0.1513
C -1.9942 0.0161 -4.1297
H -2.3271 0.3453 -5.1036
H -1.6634 0.7103 -3.3248
H -2.4264 -0.8795 -3.7073
O 1.3785 1.3037 -2.8484
H 0.6860 -0.9910 -4.4993
H 0.8960 1.2021 -3.6870
C 3.2046 -0.1385 3.2316
N 2.5139 1.1521 3.0130
C 1.3337 1.2551 3.8694
N 0.4184 0.1126 3.7126
C 1.1322 -1.1542 3.9377
N 2.2997 -1.3028 3.0505
C 1.9267 -1.5089 1.6504
P 1.0498 0.0004 1.1170
C 2.1985 1.3536 1.5867
C -0.2710 0.1230 2.4071
H 3.5655 -0.1476 4.2744
H 4.0515 -0.2325 2.5293
H 0.7964 2.1887 3.6455
H 1.6740 1.2609 4.9138
H 0.4485 -1.9988 3.7715
H 1.4859 -1.1520 4.9807
H 2.8030 -1.6550 1.0080
H 1.2605 -2.3713 1.5448
H 1.7265 2.3363 1.4132
H 3.1080 1.2798 0.9629
H -0.9495 -0.7450 2.3207
H -0.8683 1.0437 2.2812
```

Lowest unoccupied orbital energy (alpha / beta), eV: -4.0 / -4.0
HOMO (alpha / beta), eV: -10.9 / -8.9
Total charge: +1
Kohn-Sham gap (alpha / beta), eV: 6.89 / 4.90

Molecular formula: C6H11NO
Method: DFT, the ωB97M-V functional and the def2-TZVPD basis

Geometry as XYZ:
```
19
Properties=species:S:1:pos:R:3
C 3.0488 -0.6991 0.5982
C 2.1044 0.1985 0.3893
C 0.9658 0.0261 -0.5636
C -0.3808 0.1134 0.1084
C -0.5716 -0.2092 1.3772
C -1.5038 0.5978 -0.8086
N -2.8440 0.4474 -0.2896
O -1.4201 -0.0276 -2.0668
H 3.8563 -0.5299 1.2905
H 3.0575 -1.6442 0.0794
H 2.1149 1.1391 0.9252
H 1.0121 0.7999 -1.3355
H 1.0462 -0.9392 -1.0714
H -1.5346 -0.1499 1.8577
H 0.2426 -0.5439 1.9971
H -1.3410 1.6652 -1.0162
H -2.9769 -0.4801 0.1012
H -3.0446 1.1326 0.4259
H -1.8312 -0.8966 -1.9987
```

Lowest unoccupied orbital energy, eV: 0.9
HOMO, eV: -9.5
SMILES string: C=CCC(=C)[C@H](N)O
Kohn-Sham gap, eV: 10.41

Repeat the second record exactly.
Molecular formula: C4H8ClN2O
Method: DFT, the ωB97M-V functional and the def2-TZVPD basis

Geometry as XYZ:
```
16
Properties=species:S:1:pos:R:3
N 0.4929 -1.9057 2.0555
C 0.8342 -0.8283 1.2663
C -0.0995 -0.1742 0.4896
O -1.3430 -0.7089 0.1126
N 0.3393 0.9764 -0.4065
C -0.0326 0.7336 -1.8662
C -0.7703 1.7823 -1.1335
Cl -0.2611 3.4483 -1.1296
H 1.1879 -2.2410 2.7089
H -0.4586 -2.3555 1.8397
H 1.8061 -0.4143 1.4268
H -1.4293 -1.7247 0.3086
H 1.3288 1.1930 -0.2137
H -0.5427 -0.1990 -2.1606
H 0.7201 0.9688 -2.5100
H -1.7721 1.4493 -0.7880
```

Lowest unoccupied orbital energy, eV: -3.1
HOMO, eV: -12.2
Total charge: +1
SMILES string: N/C=C(\O)[N@H+]1C[C@@H]1Cl
Kohn-Sham gap, eV: 9.07

Copy entry 2 word for word.
Molecular formula: C4H8ClN2O
Method: DFT, the ωB97M-V functional and the def2-TZVPD basis

Geometry as XYZ:
```
16
Properties=species:S:1:pos:R:3
N 0.4929 -1.9057 2.0555
C 0.8342 -0.8283 1.2663
C -0.0995 -0.1742 0.4896
O -1.3430 -0.7089 0.1126
N 0.3393 0.9764 -0.4065
C -0.0326 0.7336 -1.8662
C -0.7703 1.7823 -1.1335
Cl -0.2611 3.4483 -1.1296
H 1.1879 -2.2410 2.7089
H -0.4586 -2.3555 1.8397
H 1.8061 -0.4143 1.4268
H -1.4293 -1.7247 0.3086
H 1.3288 1.1930 -0.2137
H -0.5427 -0.1990 -2.1606
H 0.7201 0.9688 -2.5100
H -1.7721 1.4493 -0.7880
```

Lowest unoccupied orbital energy, eV: -3.1
HOMO, eV: -12.2
Total charge: +1
SMILES string: N/C=C(\O)[N@H+]1C[C@@H]1Cl
Kohn-Sham gap, eV: 9.07

Copy entry 4 word for word.
Molecular formula: C3InO3
Method: DFT, the ωB97M-V functional and the def2-TZVPD basis

Geometry as XYZ:
```
7
Properties=species:S:1:pos:R:3
O 0.4068 0.1010 2.2229
C 0.7123 -0.0763 3.3613
O -0.9952 1.4051 -0.6889
C -0.5407 0.9392 0.2452
C 0.1909 -0.1239 0.9257
O -0.2990 -0.2434 -2.3340
In 0.5249 -2.0017 -3.7322
```

Lowest unoccupied orbital energy (alpha / beta), eV: -31.0 / -30.9
HOMO (alpha / beta), eV: -34.6 / -34.7
Total charge: +5
Kohn-Sham gap (alpha / beta), eV: 3.65 / 3.76